(1)
{"formula": "C4H5Cl2O2P", "method": "ωB97M-V with the def2-TZVPD basis set", "species": ["Cl", "Cl", "P", "O", "O", "C", "C", "C", "C", "H", "H", "H", "H", "H"], "coordinates": [[-2.913, 0.990, 0.075], [2.733, -1.304, -0.376], [2.102, 0.628, -0.131], [0.866, 0.508, 0.959], [3.178, 1.409, 0.457], [-0.426, 0.091, 0.715], [-1.189, 0.890, -0.383], [-0.769, 1.325, -1.498], [-0.506, -1.376, 0.316], [-0.007, -1.987, 1.065], [-0.964, 0.284, 1.649], [-0.550, 1.749, -2.436], [-1.544, -1.687, 0.229], [-0.013, -1.520, -0.642]], "atomic_forces_ev_per_a": [[0.09, 0.06, -0.20], [0.00, -0.11, -0.23], [-1.74, -0.54, 0.83], [1.75, 0.52, -0.68], [0.61, 0.76, -0.01], [-1.33, -0.32, -0.54], [-0.38, -0.37, 1.19], [1.11, -0.08, 0.09], [0.02, 0.02, 0.24], [-0.01, -0.07, 0.02], [0.09, -0.07, -0.18], [-0.10, 0.27, -0.48], [-0.07, -0.01, 0.01], [-0.04, -0.07, -0.06]], "lowdin_charge": [0.6417, 0.3187, 0.4137, -0.2808, -0.3650, -0.4967, -0.6955, 0.1426, -0.0755, 0.0848, 0.1321, 0.0466, 0.0813, 0.0520], "orbital_gap_ha": [0.30677, 0.25870], "e_homo_ev": [-9.8, -9.5], "de_lowest_kcal_mol": 83.3, "e_tot_ha": -1567.5598, "largest_force_ev_per_a": 2.006, "lumo_ev": [-1.412, -2.435]}

(2)
{"formula": "C14H23As2AuO3", "method": "ωB97M-V with the def2-TZVPD basis set", "species": ["Au", "As", "As", "O", "O", "O", "C", "C", "C", "C", "C", "C", "C", "C", "C", "C", "C", "C", "C", "C", "H", "H", "H", "H", "H", "H", "H", "H", "H", "H", "H", "H", "H", "H", "H", "H", "H", "H", "H", "H", "H", "H", "H"], "coordinates": [[1.311, 1.062, 0.309], [2.041, -0.940, -0.704], [-1.518, -0.362, -0.450], [0.075, 2.645, 0.803], [-2.025, 2.513, 1.605], [0.303, 1.454, 3.619], [-1.422, -2.160, -2.766], [-1.256, 3.315, 4.193], [-0.250, 2.739, 3.203], [3.411, -0.337, -1.984], [-2.737, -1.782, 0.155], [-2.656, 0.686, -1.648], [-0.821, 2.582, 1.756], [-0.639, -1.513, -1.768], [1.289, -2.745, -2.654], [0.907, 3.731, 3.102], [0.741, -1.829, -1.750], [-0.834, -2.934, -3.794], [0.530, -3.169, -3.761], [2.940, -2.370, 0.257], [-2.500, -2.068, -2.700], [3.245, -1.966, 1.203], [2.314, -3.067, -2.584], [4.237, 0.237, -1.479], [0.567, 4.634, 2.573], [-1.547, -3.233, -4.571], [1.785, 3.236, 2.680], [-0.369, 0.990, 4.132], [-1.509, 4.370, 3.915], [-2.191, 2.694, 4.192], [1.110, 4.021, 4.132], [-2.962, -1.590, 1.197], [-0.862, 3.445, 5.185], [0.934, -3.803, -4.536], [-2.212, -2.739, 0.111], [-3.740, -1.970, -0.400], [-2.127, 1.627, -1.765], [3.768, -2.653, -0.390], [-3.606, 0.901, -1.117], [-2.722, 0.214, -2.673], [2.259, -3.225, 0.383], [3.793, -1.103, -2.600], [2.946, 0.461, -2.610]], "atomic_forces_ev_per_a": [[-0.90, -0.43, 0.13], [1.19, 1.34, 0.60], [-0.14, -0.11, 0.38], [-0.20, -0.11, 0.11], [-0.13, -0.21, -0.44], [-0.32, 0.68, 0.00], [1.20, -0.05, 0.41], [-1.35, 0.06, -0.90], [0.67, 0.34, -0.43], [-0.33, 2.09, 0.57], [-1.64, -0.81, -0.76], [0.06, -0.26, -0.65], [0.19, 0.18, 0.60], [0.23, -1.02, -1.32], [-1.05, 0.25, -1.24], [-0.17, -0.26, 0.78], [-0.76, -0.25, -0.63], [-1.30, 1.41, 1.01], [-0.09, -0.71, 0.62], [-0.61, -0.22, -0.67], [0.02, 0.13, -0.26], [0.36, -0.06, 0.39], [0.31, 0.09, 0.01], [-0.76, -0.95, -0.09], [0.42, -0.43, -0.11], [0.81, -0.31, 0.09], [-0.16, 0.45, -0.17], [-0.03, 0.05, -0.13], [-0.06, -1.00, -0.19], [0.69, 0.69, 0.14], [0.45, 0.13, 0.07], [-0.19, 0.08, 0.18], [0.42, -0.52, 0.51], [0.39, 0.02, 0.04], [0.12, 0.10, 0.04], [1.67, 0.68, 0.71], [-0.03, 0.24, -0.02], [0.20, -0.16, 0.33], [0.43, -0.30, -0.63], [-0.43, 0.46, 1.28], [0.26, 0.39, 0.04], [0.49, -0.91, -0.68], [0.06, -0.79, 0.28]], "lowdin_charge": [0.5583, 1.0008, 1.1250, -0.2920, 0.0368, -0.0387, -0.1093, -0.0417, -0.5356, -0.2982, -0.3410, -0.3090, -0.6316, -0.4260, -0.1185, -0.0443, -0.4419, -0.0734, -0.0790, -0.2651, 0.0894, 0.0146, 0.0912, 0.0465, 0.1013, 0.1109, 0.0752, 0.0889, 0.1055, 0.0972, 0.0780, -0.0028, 0.0708, 0.1015, 0.0120, 0.0617, 0.0069, 0.0260, 0.0380, 0.0335, 0.0437, -0.0037, 0.0379], "orbital_gap_ha": 0.30684, "e_homo_ev": -8.1, "de_lowest_kcal_mol": 1.9, "e_tot_ha": -5380.1697, "largest_force_ev_per_a": 2.193, "lumo_ev": 0.272}

(3)
{"formula": "C32H42F5N5O7SSi3TeTi", "method": "ωB97M-V with the def2-TZVPD basis set", "species": ["Te", "Ti", "S", "Si", "Si", "Si", "F", "F", "F", "F", "F", "O", "O", "O", "O", "O", "O", "O", "N", "N", "N", "N", "N", "C", "C", "C", "C", "C", "C", "C", "C", "C", "C", "C", "C", "C", "C", "C", "C", "C", "C", "C", "C", "C", "C", "C", "C", "C", "C", "C", "C", "C", "C", "C", "C", "H", "H", "H", "H", "H", "H", "H", "H", "H", "H", "H", "H", "H", "H", "H", "H", "H", "H", "H", "H", "H", "H", "H", "H", "H", "H", "H", "H", "H", "H", "H", "H", "H", "H", "H", "H", "H", "H", "H", "H", "H", "H"], "coordinates": [[-0.915, 2.447, 1.257], [-0.914, -0.244, -0.161], [2.429, -5.078, 1.536], [-4.387, -0.557, 0.734], [-3.089, 4.947, 2.239], [2.015, 3.005, 2.745], [5.018, -1.080, 3.454], [7.203, -5.247, 3.372], [5.053, -6.376, 2.282], [2.855, -2.164, 2.360], [7.233, -2.590, 3.983], [2.136, 4.388, -5.182], [2.417, 0.455, -2.124], [-3.184, 4.808, -2.045], [-2.914, 3.230, -0.484], [0.408, 5.665, -5.128], [-1.518, 1.145, -1.415], [0.812, 0.364, -0.575], [-1.453, -1.788, -1.546], [-2.912, -0.954, -0.069], [-2.583, 3.765, -1.630], [-0.394, -1.661, 1.440], [1.023, 4.674, -4.759], [-0.840, 2.060, -2.014], [-2.765, -1.636, -1.217], [0.510, 1.862, -2.393], [-5.526, -2.073, 0.793], [-1.440, 3.334, -2.304], [-3.755, -2.152, -2.084], [5.018, -2.391, 3.155], [-1.059, -2.394, -2.667], [-0.111, -2.328, 2.327], [-3.345, 5.831, 3.896], [-3.345, -2.806, -3.220], [0.410, 3.810, -3.768], [3.294, 2.472, 4.021], [1.117, 2.716, -3.310], [0.415, -2.417, -2.933], [-5.269, 0.856, -0.100], [3.905, -2.979, 2.586], [2.790, 2.996, 1.042], [-0.845, 4.156, -3.251], [6.116, -4.493, 3.114], [-2.144, 3.385, 2.724], [6.141, -3.148, 3.427], [-2.087, 6.067, 1.136], [0.561, 1.839, 2.749], [-1.991, -2.947, -3.528], [3.824, -4.340, 2.251], [4.992, -5.060, 2.547], [1.331, 0.813, -1.725], [-4.781, 4.574, 1.543], [0.210, -3.154, 3.472], [-3.933, -0.104, 2.498], [1.429, 4.740, 3.179], [-4.564, 1.668, -0.312], [2.933, 2.645, 5.038], [-0.696, -3.606, 3.870], [2.995, 1.974, 0.715], [-3.906, 6.759, 3.760], [-2.387, 6.083, 4.360], [-1.208, 6.463, 1.653], [-5.692, 0.531, -1.055], [-1.425, 3.669, 3.498], [-4.802, -2.012, -1.855], [-1.666, -3.457, -4.424], [4.230, 3.023, 3.897], [-5.365, 5.495, 1.465], [-2.696, 6.910, 0.801], [2.265, 5.444, 3.196], [-1.768, 5.531, 0.244], [-2.818, 2.652, 3.168], [2.127, 2.520, -3.638], [-3.032, -0.639, 2.810], [-5.965, -2.189, 1.787], [0.060, 1.751, 3.716], [-6.349, -1.989, 0.078], [0.701, -2.553, 4.235], [0.953, 4.763, 4.163], [-4.090, -3.210, -3.898], [0.684, -3.255, -3.576], [-5.332, 3.877, 2.181], [-6.086, 1.251, 0.511], [0.893, 0.839, 2.455], [0.723, -1.493, -3.428], [-3.903, 5.203, 4.596], [3.519, 1.409, 3.918], [3.732, 3.551, 1.027], [0.974, -2.487, -2.001], [-1.338, 5.070, -3.537], [-4.666, 4.142, 0.548], [-4.976, -2.989, 0.564], [0.899, -3.928, 3.097], [-3.729, 0.963, 2.582], [-4.740, -0.352, 3.193], [0.705, 5.096, 2.441], [2.120, 3.445, 0.305]], "atomic_forces_ev_per_a": [[0.19, -0.10, 0.16], [-0.67, 0.32, 0.28], [0.03, 0.01, 0.07], [0.00, -0.01, -0.01], [-0.13, -0.05, -0.02], [0.05, 0.03, -0.02], [-0.01, -0.01, 0.00], [-0.01, 0.00, 0.00], [0.01, 0.00, 0.00], [0.01, -0.07, 0.01], [-0.01, 0.00, 0.00], [-0.03, -0.02, -0.03], [-0.01, -0.02, -0.06], [-0.01, 0.00, -0.01], [0.13, -0.01, -0.06], [-0.01, -0.04, -0.04], [-0.05, -0.13, -0.35], [0.43, -0.36, -0.26], [0.14, 0.03, -0.19], [-0.07, -0.05, 0.02], [0.01, -0.03, 0.04], [0.19, 0.02, 0.11], [0.06, 0.07, 0.09], [0.04, 0.15, 0.09], [-0.07, -0.06, 0.09], [-0.02, 0.00, 0.07], [0.01, 0.00, 0.00], [-0.01, 0.03, 0.00], [0.03, -0.03, 0.01], [0.01, 0.00, 0.02], [0.02, -0.03, 0.04], [-0.18, 0.20, 0.06], [0.01, 0.01, -0.02], [-0.04, 0.00, 0.00], [-0.03, -0.03, -0.01], [-0.02, 0.00, 0.00], [0.00, 0.03, 0.00], [0.00, -0.01, -0.02], [-0.03, 0.01, -0.06], [-0.08, 0.02, -0.03], [-0.02, -0.01, 0.00], [0.03, 0.00, 0.00], [0.01, -0.03, 0.00], [-0.04, 0.01, 0.01], [0.02, 0.03, 0.00], [-0.01, 0.00, 0.01], [-0.02, -0.01, -0.06], [0.04, -0.03, 0.00], [0.01, 0.02, 0.01], [-0.01, -0.01, 0.00], [-0.08, 0.23, 0.09], [0.03, 0.01, 0.00], [0.17, -0.12, -0.21], [0.02, 0.01, 0.00], [0.01, 0.00, 0.00], [0.01, 0.00, 0.05], [-0.01, -0.02, 0.00], [-0.05, 0.01, -0.02], [0.01, 0.00, 0.00], [0.00, 0.00, 0.00], [0.00, 0.00, 0.01], [0.00, -0.02, -0.01], [0.00, 0.01, 0.00], [0.00, 0.01, 0.00], [0.00, 0.00, 0.00], [0.00, 0.00, 0.00], [-0.01, 0.01, 0.01], [-0.02, 0.02, 0.01], [0.00, 0.01, 0.02], [0.00, 0.00, -0.01], [0.02, -0.01, -0.06], [0.02, 0.02, 0.01], [0.00, 0.00, 0.00], [-0.02, -0.02, 0.01], [-0.02, 0.01, 0.00], [-0.03, 0.01, -0.01], [0.01, -0.01, -0.01], [0.02, 0.03, -0.02], [0.00, 0.00, 0.00], [0.00, 0.00, 0.00], [-0.01, 0.01, -0.01], [0.00, 0.00, 0.02], [0.00, -0.01, 0.00], [0.01, 0.00, 0.02], [0.01, 0.01, 0.02], [0.00, 0.00, 0.00], [0.03, -0.02, -0.01], [0.00, 0.01, 0.01], [0.01, 0.00, 0.01], [0.00, 0.00, 0.00], [-0.02, 0.01, 0.03], [0.00, 0.00, 0.02], [0.01, -0.04, 0.11], [0.01, -0.01, -0.02], [-0.01, 0.03, 0.00], [0.00, 0.00, 0.01], [0.00, -0.01, 0.00]], "lowdin_charge": [1.4623, 0.8901, 0.4823, 0.4016, 0.4144, 0.3781, 0.0928, 0.0836, 0.0472, 0.0544, 0.0833, 0.0268, 0.0776, -0.0875, -0.2686, 0.0326, -0.2209, -0.2151, 0.0485, -0.1267, -0.3632, 0.1535, -0.3695, -0.3171, -0.4290, -0.0671, -0.1820, -0.1087, -0.0240, -0.1595, -0.3079, -0.1795, -0.1998, -0.0804, -0.1660, -0.1834, 0.0488, -0.0090, -0.1557, -0.2421, -0.1766, 0.0667, -0.1615, -0.5399, -0.1629, -0.1746, -0.5478, -0.0574, -0.6371, -0.2649, -0.5443, -0.1776, -0.0616, -0.1616, -0.1893, 0.0141, 0.0213, 0.0861, 0.0380, 0.0197, 0.0179, 0.0203, 0.0264, -0.0055, 0.0889, 0.0977, 0.0234, 0.0261, 0.0351, 0.0263, 0.0119, -0.0107, 0.1242, 0.0194, 0.0134, 0.0090, 0.0169, 0.0907, 0.0258, 0.0997, 0.0775, 0.0258, 0.0285, -0.0128, 0.0869, 0.0211, 0.0181, 0.0285, 0.0900, 0.1107, 0.0081, 0.0230, -0.0103, -0.0085, 0.0233, 0.0059, 0.0234], "orbital_gap_ha": [0.17252, 0.23585], "e_homo_ev": [-1.1, -2.8], "de_lowest_kcal_mol": 12.7, "total_charge": -2, "e_tot_ha": -4928.6955, "largest_force_ev_per_a": 0.799, "multiplicity": 3, "lumo_ev": [3.589, 3.587]}

(4)
{"formula": "C22H29Cl2I2N3O4", "method": "ωB97M-V with the def2-TZVPD basis set", "species": ["I", "I", "Cl", "Cl", "O", "O", "O", "O", "N", "N", "N", "C", "C", "C", "C", "C", "C", "C", "C", "C", "C", "C", "C", "C", "C", "C", "C", "C", "C", "C", "C", "C", "C", "H", "H", "H", "H", "H", "H", "H", "H", "H", "H", "H", "H", "H", "H", "H", "H", "H", "H", "H", "H", "H", "H", "H", "H", "H", "H", "H", "H", "H"], "coordinates": [[4.015, 3.157, -0.700], [-0.083, 1.387, 1.845], [-1.219, -1.982, 2.348], [3.601, -2.864, 3.812], [3.579, -2.398, 0.648], [5.293, -0.966, 2.908], [-4.972, 0.256, -2.199], [5.320, -0.570, -0.732], [-1.768, 1.716, -1.151], [3.356, 0.412, -1.572], [2.174, -1.753, -1.600], [4.080, -0.441, -0.630], [1.043, 1.257, -2.190], [3.051, -1.063, 0.496], [2.300, 1.902, -0.073], [-3.840, 1.298, 1.460], [-3.128, 2.336, -0.938], [1.726, -0.858, -0.434], [-4.595, 0.271, 2.379], [-5.501, -0.760, 1.647], [-3.997, 1.266, -0.078], [-5.678, -0.797, 0.112], [-4.918, 0.225, -0.769], [2.184, 3.665, 1.889], [-0.026, -3.952, 0.829], [-1.604, 1.216, -2.544], [1.937, 0.620, -1.026], [0.327, -1.513, -0.061], [3.086, -0.496, 1.982], [0.242, -2.403, 1.263], [-0.177, 0.466, -2.796], [1.654, 2.357, 1.081], [4.114, -1.386, 2.874], [-1.776, 0.875, -0.557], [4.071, -2.696, -0.146], [-0.577, -0.791, -0.030], [-6.051, -1.523, 2.311], [1.518, 3.874, 2.791], [-2.987, 3.249, -0.262], [-0.215, -4.626, 1.736], [3.289, 3.503, 2.181], [-0.304, -0.633, -2.541], [-3.147, 2.028, 2.017], [2.069, -2.744, -1.351], [0.775, -4.340, 0.116], [1.610, -1.564, -2.437], [-0.071, 0.497, -3.950], [-1.564, 2.153, -3.225], [2.082, 4.537, 1.157], [0.032, -2.227, -0.924], [-5.069, 1.197, -2.460], [-4.429, 0.306, 3.503], [3.478, 0.580, 2.038], [-1.019, -3.929, 0.241], [1.166, -2.433, 1.919], [-6.322, -1.571, -0.443], [0.671, 2.280, -1.803], [2.078, -0.570, 2.543], [-2.494, 0.600, -2.929], [3.438, 0.265, -2.575], [1.766, 1.530, -3.053], [-3.593, 2.571, -1.951]], "atomic_forces_ev_per_a": [[-1.17, -0.79, 0.26], [0.89, 0.55, -0.05], [1.08, -0.03, -0.75], [0.11, 1.30, -0.84], [-1.08, 0.04, -0.54], [-4.79, -2.37, 0.45], [-0.46, 0.16, 2.22], [-4.18, -0.47, 0.74], [-0.80, -0.90, -0.87], [-0.56, -1.08, 2.16], [-0.17, -0.14, 0.06], [2.23, 2.16, -1.55], [0.07, 0.66, -0.24], [1.43, 0.31, -0.93], [-1.94, 0.28, 2.68], [-2.19, -2.78, -0.54], [-0.26, -1.22, 1.42], [0.24, -2.08, -0.64], [-0.16, 0.15, -5.07], [1.54, 1.91, -0.89], [-1.29, -1.00, 1.66], [2.17, 2.31, 0.59], [0.84, 0.57, 3.61], [-0.73, -0.81, -0.63], [-1.15, 0.86, -0.18], [0.74, 0.80, -1.26], [2.55, 1.65, -0.75], [-1.96, 0.19, 0.52], [-0.32, -0.57, 1.34], [0.31, -2.12, -0.50], [-1.47, 0.29, -1.21], [2.10, 0.67, -1.55], [4.23, 3.05, -1.26], [0.19, 0.60, -0.20], [-0.41, 0.60, 0.52], [1.78, -0.88, 0.08], [0.90, 1.29, -1.41], [1.04, -0.44, -1.18], [-0.45, -1.08, -1.27], [0.64, 0.99, -1.34], [-1.86, 0.37, -0.41], [0.46, 1.40, 0.03], [-1.21, -1.04, -1.38], [-0.27, 0.66, -0.03], [-0.84, 0.50, 1.21], [0.21, -0.18, 0.51], [-0.15, -0.22, 1.84], [-0.12, -1.35, 1.05], [0.35, -1.11, 1.14], [0.60, 1.19, 1.46], [0.10, -0.78, 0.27], [-0.44, -0.21, -1.76], [-0.56, -1.78, -0.08], [1.49, -0.15, 0.82], [-1.25, 0.51, -0.79], [1.06, 1.33, 1.25], [0.40, -1.80, -0.59], [1.41, 0.28, -1.32], [1.33, 0.51, 0.62], [0.29, -0.25, 0.57], [-1.05, -0.53, 1.44], [0.51, -0.01, 1.47]], "lowdin_charge": [0.9155, 1.0471, 0.4856, 0.6065, -0.0450, 0.0094, -0.0379, 0.0649, -0.1125, -0.0551, 0.0482, -0.3225, -0.1197, -0.2756, -0.5763, -0.0581, -0.1637, -0.2653, -0.0659, -0.0758, -0.1023, -0.0063, -0.1905, -0.2181, -0.1421, -0.2289, -0.3195, -0.1900, -0.0628, -0.6387, -0.1644, -0.7449, -0.6724, 0.0262, 0.1230, 0.0512, 0.0920, 0.0577, 0.1181, 0.0810, 0.0608, 0.0883, 0.0600, 0.0881, 0.0797, 0.0865, 0.1199, 0.1273, 0.0559, 0.1111, 0.0959, 0.0878, 0.1293, 0.0827, 0.0698, 0.1053, 0.1223, 0.0771, 0.1146, 0.1291, 0.1267, 0.1098], "orbital_gap_ha": 0.31170, "e_homo_ev": -8.6, "e_tot_ha": -2836.3725, "largest_force_ev_per_a": 5.369, "lumo_ev": -0.149}